1.
ORCA calculation (ωB97M-V with the def2-TZVPD basis set) on a structure of composition C29H38N8OS2Tl in a non-equilibrium geometry.

Its HOMO-LUMO gap is 6.07 eV. As for the molecular weight: 783.20 g/mol. As for the LUMO energy: 2.47 eV. As for the energy relative to the best compared isomer or geometry (same formula, charge and spin): 31.7 kcal/mol. The charge is -1. The spin multiplicity is 1.

XYZ file:
```
79
Properties=species:S:1:pos:R:3:lowdin_charge:R:1
Tl -1.02 -0.63 1.16 0.80
S 2.42 -4.68 0.72 0.79
S -0.10 -3.62 1.86 0.41
O -0.75 0.97 -0.87 -0.26
N -3.35 -0.71 -0.30 -0.02
N -3.10 -2.07 2.70 -0.04
N 1.73 2.13 -1.62 0.14
N 1.02 -2.94 -0.54 -0.10
N -3.46 0.86 2.26 -0.20
N 0.05 -2.01 -0.87 -0.02
N 2.07 1.23 0.38 0.14
N -0.62 1.58 3.09 -0.05
C 3.75 -3.44 1.05 -0.42
C 5.23 -3.71 -0.95 -0.06
C -2.97 2.17 2.67 -0.21
C -4.36 0.99 1.12 -0.20
C -0.83 -0.64 -2.65 -0.14
C 1.70 1.01 -0.84 -0.20
C 0.98 -3.57 0.58 -1.20
C -3.23 -1.12 3.78 -0.28
C 4.00 -1.67 -0.69 -0.06
C 2.75 5.27 0.06 -0.12
C 5.77 -3.24 -2.13 -0.10
C 4.34 -2.93 -0.22 -0.31
C -2.59 1.12 -3.95 -0.13
C 2.30 4.52 -1.02 -0.04
C 2.74 3.35 1.53 -0.03
C -2.24 -0.07 -4.56 -0.13
C -1.37 -0.92 -3.90 -0.07
C 2.09 3.17 -0.81 -0.20
C 2.96 4.69 1.31 -0.12
C -4.58 -0.32 0.36 -0.26
C -4.07 0.10 3.34 -0.20
C 5.43 -1.98 -2.60 -0.11
C -2.09 1.44 -2.72 -0.06
C -1.81 2.16 3.67 -0.28
C 4.54 -1.20 -1.88 -0.10
C 2.31 2.57 0.46 -0.25
C -1.19 0.59 -2.00 -0.46
C 0.11 -1.61 -2.09 -0.31
C 1.13 -2.19 -3.04 -0.04
H -5.05 -0.28 3.02 0.11
H -0.26 2.12 2.31 0.06
H -5.34 1.40 1.42 0.12
H 4.25 -0.22 -2.24 0.10
H 3.30 -1.06 -0.13 0.09
H -2.31 -2.70 2.84 -0.03
H -3.41 -1.62 -0.74 0.09
H -4.85 -1.12 1.05 0.09
H -3.90 1.69 0.42 0.12
H -5.42 -0.17 -0.34 0.11
H 3.32 5.31 2.12 0.09
H -3.10 -0.03 -1.02 0.05
H -1.66 3.21 4.01 0.11
H 2.91 2.89 2.49 0.10
H 2.04 -2.39 -2.49 0.05
H 1.33 -1.51 -3.87 0.08
H -2.60 2.67 1.77 0.12
H 5.86 -1.61 -3.52 0.09
H 2.14 4.98 -1.98 0.10
H -3.93 -2.64 2.59 0.08
H -3.27 1.81 -4.45 0.09
H 6.46 -3.86 -2.69 0.09
H -3.78 2.79 3.11 0.12
H -2.65 -0.34 -5.52 0.08
H 5.47 -4.70 -0.59 0.11
H 2.94 6.33 -0.08 0.09
H 0.12 1.46 3.77 0.08
H -4.24 0.73 4.23 0.11
H -2.34 2.38 -2.24 0.10
H 1.39 2.19 -2.57 0.16
H -1.11 -1.86 -4.38 0.11
H -3.71 -1.54 4.68 0.11
H 1.49 0.04 -1.25 0.10
H -2.23 -0.78 4.05 0.09
H 0.77 -3.14 -3.44 0.09
H -2.07 1.57 4.55 0.10
H 3.30 -2.64 1.63 0.08
H 4.48 -3.98 1.64 0.07
```



2.
ORCA calculation (ωB97M-V with the def2-TZVPD basis set) on a structure of composition C29H38NO3P2SiV in a non-equilibrium geometry.

Its HOMO-LUMO gap (alpha / beta) is 6.21 / 5.11 eV. As for the molecular weight: 589.61 g/mol. As for the LUMO energy (alpha / beta): -3.52 / -4.54 eV. The expectation value of S² is 3.773. The charge is +1. The spin multiplicity is 4.

XYZ file:
```
75
Properties=species:S:1:pos:R:3:lowdin_charge:R:1
V 0.14 0.05 0.03 0.64
P -0.18 2.16 -1.40 0.91
P -0.49 -2.10 1.11 0.77
Si 3.32 0.14 1.00 0.43
O -2.70 -2.08 -2.31 -0.07
O 1.81 0.59 0.66 -0.44
O 0.12 -1.17 -4.15 -0.08
N -1.85 0.52 0.48 -0.05
C -2.66 -0.43 1.02 -0.36
C 5.05 1.29 -2.54 -0.08
C 3.33 -1.45 1.94 -0.24
C 3.57 -3.85 3.33 -0.07
C -3.97 -0.07 1.44 -0.02
C 3.78 -2.64 3.99 -0.07
C 5.10 3.56 3.55 -0.08
C -3.39 2.23 1.09 -0.04
C -0.14 -1.94 2.88 -0.24
C 4.35 1.28 -1.33 -0.10
C 5.34 1.53 2.25 -0.09
C 3.09 -2.66 1.27 -0.14
C 3.21 -3.87 1.97 -0.09
C 3.95 1.53 2.04 -0.26
C 3.14 2.54 2.57 -0.09
C -1.24 2.86 -0.07 -0.22
C -4.29 1.28 1.56 -0.05
C -0.13 -3.79 0.60 -0.23
C 1.21 3.28 -1.50 -0.20
C 3.72 3.56 3.33 -0.08
C 5.63 -1.05 -2.22 -0.07
C 5.69 0.12 -2.98 -0.08
C -1.15 2.43 -2.88 -0.18
C -2.21 -1.77 1.52 -0.27
C 5.92 2.55 3.01 -0.07
C 3.65 -1.43 3.30 -0.08
C 4.27 0.09 -0.59 -0.23
C 4.93 -1.06 -1.01 -0.08
C -2.19 1.83 0.50 -0.34
H 2.06 2.51 2.40 0.09
H -0.58 3.37 0.64 0.11
H -2.86 -1.06 -2.45 0.10
H -4.56 -0.89 1.81 0.12
H -2.90 -2.61 1.31 0.07
H 4.94 -1.92 -0.34 0.09
H 3.96 2.22 -0.94 0.09
H -0.78 -4.42 1.23 0.06
H -2.16 2.06 -2.76 0.07
H 2.88 -2.68 0.20 0.10
H -0.66 1.88 -3.68 0.06
H 6.99 2.54 3.20 0.11
H 4.10 -2.60 5.04 0.11
H -1.22 3.49 -3.17 0.09
H -1.72 3.79 -0.45 0.12
H -0.38 -3.91 -0.46 0.05
H -0.49 -0.97 -3.41 0.00
H 3.69 -4.78 3.88 0.11
H 5.96 0.74 1.84 0.11
H -0.54 -0.97 3.18 0.06
H 6.26 0.11 -3.91 0.11
H 0.70 0.91 -1.31 0.01
H 0.90 -2.05 3.19 0.03
H 6.17 -1.96 -2.51 0.11
H 3.87 -0.47 3.76 0.10
H 3.07 4.34 3.74 0.10
H -2.43 -2.26 -1.43 -0.04
H -5.22 1.55 2.03 0.12
H 0.94 4.27 -1.87 0.08
H 0.92 -0.87 -3.62 0.06
H -3.62 3.32 1.15 0.13
H 0.93 -4.07 0.74 0.02
H 3.08 -4.83 1.46 0.11
H 1.94 2.85 -2.18 0.06
H 5.15 2.22 -3.12 0.11
H 1.70 3.40 -0.53 0.06
H -0.80 -2.71 3.28 0.06
H 5.55 4.35 4.14 0.10
```



3.
ORCA calculation (ωB97M-V with the def2-TZVPD basis set) on a cluster of 7 separate species, C29H40F3NO6S2 in total in a non-equilibrium geometry.

Its HOMO-LUMO gap is 8.60 eV. As for the molecular weight: 619.77 g/mol. As for the LUMO energy: -0.54 eV. As for the energy relative to the best compared isomer or geometry (same formula, charge and spin): 0.0 kcal/mol. The charge is 0. The spin multiplicity is 1.

XYZ file:
```
81
Properties=species:S:1:pos:R:3:lowdin_charge:R:1
S -1.61 5.16 0.02 0.61
S -4.86 0.37 2.89 0.61
F 3.04 1.88 -5.48 0.05
F -3.58 -4.87 -0.16 0.12
F 7.62 2.71 1.91 -0.01
O -5.88 1.33 3.04 -0.28
O -2.36 5.10 1.17 -0.26
O -4.57 -0.39 4.06 -0.32
O -2.02 6.06 -1.08 -0.33
O 0.19 -0.74 0.61 -0.39
O -0.27 -4.46 2.50 0.08
N 1.16 -2.56 1.97 -0.04
C 2.01 -3.47 1.26 -0.07
C 2.16 1.41 -3.28 -0.02
C -2.88 -4.33 -1.09 -0.33
C -3.12 -4.70 -2.41 0.00
C -3.35 0.98 2.09 -0.22
C 4.52 1.61 0.25 -0.06
C 1.89 0.46 -2.30 -0.09
C -2.29 -4.10 -3.47 -0.05
C -1.32 -3.08 -3.20 -0.04
C 2.60 0.99 -4.55 -0.26
C 6.40 2.03 1.76 -0.23
C 2.40 -1.36 -3.89 -0.08
C 5.77 1.26 2.75 -0.05
C 2.02 -0.92 -2.66 -0.13
C -0.30 3.05 -0.31 -0.27
C 2.60 -0.37 -4.91 -0.01
C -1.04 -2.26 3.12 -0.01
C 5.76 2.29 0.50 -0.01
C -3.51 0.47 0.79 -0.35
C 0.09 5.37 0.23 -0.27
C 0.69 4.19 -0.45 -0.23
C -1.69 3.56 -0.59 -0.27
C -4.02 -0.92 0.78 -0.19
C -0.05 -3.22 2.54 -0.38
C -1.15 -2.76 -1.80 -0.10
C -1.88 -3.31 -0.82 -0.05
C 3.97 0.80 1.32 -0.10
C 4.59 0.62 2.51 -0.15
C -5.28 -0.81 1.73 -0.23
H 1.38 0.81 -1.38 0.08
H -5.70 -1.68 2.24 0.11
H 0.79 -1.68 1.40 0.00
H 4.06 1.79 -0.78 0.11
H -4.14 1.03 -0.07 0.18
H 1.46 -4.25 0.72 0.09
H -1.78 -2.92 0.16 0.06
H -2.54 0.51 0.24 0.11
H -2.51 0.53 2.73 0.14
H -1.04 -2.27 4.16 0.07
H 2.97 -3.82 1.95 0.15
H -3.09 -1.57 1.21 0.13
H 6.33 3.05 -0.09 0.13
H -2.54 2.88 -0.13 0.13
H -6.11 -0.32 1.14 0.13
H 2.40 -2.79 0.33 0.13
H 6.44 1.09 3.85 0.20
H 0.45 6.34 -0.29 0.15
H -0.18 0.11 0.18 -0.02
H -0.92 -1.17 2.79 0.09
H 0.13 5.55 1.23 0.07
H 2.70 -0.59 -5.95 0.10
H 2.93 0.25 1.11 0.12
H -4.29 -1.31 -0.19 0.11
H -0.18 2.12 -0.88 0.08
H -3.26 1.97 2.21 0.07
H 0.75 4.63 -1.48 0.13
H 2.53 -2.51 -4.11 0.14
H 1.75 -1.48 -1.77 0.06
H 1.86 3.90 -0.26 0.17
H -0.15 -2.16 -1.52 0.11
H 2.10 2.45 -2.96 0.10
H -3.75 -5.64 -2.87 0.16
H -2.30 -4.57 -4.33 0.03
H -0.26 2.58 0.80 0.17
H -2.08 -2.68 2.79 0.13
H -1.85 3.32 -1.65 0.12
H 1.64 -1.91 2.77 0.25
H 4.31 0.08 3.29 0.05
H -0.74 -2.71 -3.93 0.04
```



4.
ORCA calculation (ωB97M-V with the def2-TZVPD basis set) on a structure of composition C29H40Ge2N2O3SSr in a non-equilibrium geometry.

Its HOMO-LUMO gap (alpha / beta) is 6.86 / 4.66 eV. As for the molecular weight: 729.56 g/mol. As for the LUMO energy (alpha / beta): -2.39 / -4.59 eV. As for the energy relative to the best compared isomer or geometry (same formula, charge and spin): 0.0 kcal/mol. The expectation value of S² is 0.754. The charge is +1. The spin multiplicity is 2.

XYZ file:
```
78
Properties=species:S:1:pos:R:3:lowdin_charge:R:1
Sr -0.25 -0.48 -0.18 1.33
Ge -3.12 -0.14 -0.35 0.89
Ge -4.09 1.77 -1.69 0.73
S 0.57 -3.01 1.07 0.53
O -0.23 2.03 0.38 -0.07
O 1.79 0.01 0.32 -0.24
O -0.04 0.12 2.27 -0.24
N 3.44 -0.80 1.59 -0.12
N -0.62 3.69 1.85 -0.13
C -0.94 -6.69 0.64 -0.10
C 0.99 -6.54 -0.77 -0.09
C 4.32 -0.87 0.44 0.00
C -0.47 1.40 2.68 -0.09
C -0.06 -7.27 -0.26 -0.10
C -3.65 -3.04 -0.20 -0.12
C 2.19 -0.35 1.42 -0.50
C -5.32 -3.15 -2.40 -0.07
C -4.51 1.13 1.92 -0.13
C -3.52 -0.52 3.90 -0.07
C -4.88 1.33 3.24 -0.08
C -3.42 3.53 -1.01 -0.24
C -4.39 0.51 4.23 -0.08
C -3.14 -0.71 2.58 -0.14
C -3.63 0.10 1.57 -0.36
C -0.43 2.41 1.53 -0.42
C -4.78 -1.94 -2.00 -0.13
C 1.17 -5.22 -0.40 -0.14
C -0.78 -5.37 1.02 -0.15
C 3.99 -1.34 2.81 -0.02
C -5.03 -4.30 -1.70 -0.07
C -3.39 1.50 -3.53 -0.25
C -1.16 4.12 3.12 -0.02
C -6.09 1.78 -1.72 -0.22
C -0.45 4.71 0.83 -0.02
C -4.19 -4.25 -0.59 -0.06
C -3.94 -1.87 -0.89 -0.36
C 1.27 -0.27 2.63 -0.14
C 0.28 -4.63 0.50 -0.73
H -6.43 2.59 -2.36 0.02
H -3.64 2.35 -4.17 0.02
H 5.23 -0.31 0.64 0.10
H -2.18 3.75 3.24 0.10
H 1.19 -1.27 3.08 0.10
H 0.11 1.76 3.53 0.14
H -1.18 5.20 3.15 0.10
H -6.48 0.85 -2.11 0.01
H -0.20 -8.30 -0.55 0.10
H 3.81 -0.45 -0.42 0.09
H -3.14 -1.17 4.68 0.11
H -0.05 4.24 -0.07 0.09
H 4.94 -0.84 3.04 0.10
H -2.44 -1.51 2.35 0.09
H -4.92 1.77 1.15 0.07
H -6.51 1.93 -0.73 0.01
H -1.76 -7.26 1.04 0.10
H -2.31 1.38 -3.52 0.01
H -1.52 1.29 3.00 0.13
H -1.39 5.20 0.59 0.09
H -2.34 3.51 -0.97 -0.01
H -1.44 -4.92 1.74 0.09
H 1.71 0.42 3.37 0.15
H -5.45 -5.25 -2.01 0.11
H -3.97 -5.15 -0.05 0.11
H -5.98 -3.19 -3.26 0.11
H 4.20 -2.41 2.66 0.11
H 1.68 -6.99 -1.47 0.10
H -3.74 4.32 -1.68 0.02
H 0.26 5.46 1.17 0.10
H -5.00 -1.04 -2.55 0.07
H -3.80 3.76 -0.01 0.01
H -3.83 0.61 -3.98 0.01
H -5.57 2.13 3.49 0.11
H 3.33 -1.24 3.66 0.09
H 4.58 -1.91 0.24 0.11
H -4.69 0.66 5.26 0.11
H -2.98 -3.00 0.65 0.08
H -0.57 3.77 3.97 0.09
H 2.00 -4.64 -0.78 0.09
```



5.
ORCA calculation (ωB97M-V with the def2-TZVPD basis set) on a structure of composition C29H40MnN3OSSb in a non-equilibrium geometry.

Its HOMO-LUMO gap (alpha / beta) is 5.76 / 6.28 eV. As for the molecular weight: 655.42 g/mol. As for the LUMO energy (alpha / beta): -0.84 / -0.89 eV. As for the energy relative to the best compared isomer or geometry (same formula, charge and spin): 0.0 kcal/mol. The expectation value of S² is 8.817. The charge is 0. The spin multiplicity is 6.

XYZ file:
```
76
Properties=species:S:1:pos:R:3:lowdin_charge:R:1
Sb -1.85 -1.36 -0.29 1.58
Mn 1.32 2.01 0.40 0.68
S 1.47 -0.07 -0.64 0.69
O 2.85 1.50 1.29 -0.27
N 1.91 3.81 -0.31 -0.08
N 3.50 0.39 1.02 -0.18
N 1.03 4.78 -0.20 0.11
C -0.24 4.31 -0.06 -0.32
C -1.16 -0.67 2.58 -0.14
C -0.44 2.89 0.13 -0.17
C 0.23 -3.41 -1.48 -0.15
C -4.64 -3.04 -0.08 -0.12
C 4.11 3.17 -0.94 -0.04
C -1.32 5.21 -0.11 -0.03
C -1.77 2.50 0.25 -0.14
C -4.60 -1.09 -1.65 -0.14
C 0.22 -2.57 1.79 -0.14
C 4.84 -1.95 0.51 -0.05
C -4.15 -1.62 -0.29 -0.70
C 5.15 5.54 0.00 -0.09
C 5.46 3.38 -0.99 -0.09
C -1.18 -1.99 1.82 -0.69
C 5.39 -0.99 1.37 -0.05
C 3.79 5.34 0.07 -0.01
C -0.86 -1.86 -3.09 -0.16
C -2.84 3.39 0.21 -0.08
C -2.12 -2.99 2.47 -0.13
C -1.09 -2.80 -1.92 -0.70
C 6.00 4.57 -0.51 -0.09
C -4.69 -0.71 0.81 -0.13
C 2.96 -0.49 0.13 -0.60
C 3.24 4.13 -0.39 -0.27
C 3.64 -1.68 -0.11 -0.07
C 4.70 0.17 1.60 0.00
C -2.61 4.74 0.02 -0.10
C -2.06 -3.91 -2.29 -0.13
H -0.15 -1.08 -2.81 0.03
H 0.90 -1.92 1.24 0.02
H 7.06 4.73 -0.53 0.10
H 0.60 -2.67 2.80 0.09
H -0.82 -0.83 3.60 0.09
H 3.21 -2.37 -0.81 0.10
H -3.12 -2.59 2.56 0.05
H 6.11 2.63 -1.41 0.10
H 5.07 0.98 2.22 0.14
H -3.44 5.43 -0.01 0.10
H -0.45 -2.39 -3.95 0.08
H 0.07 -4.17 -0.72 0.07
H -1.99 1.44 0.39 0.00
H 0.90 -2.64 -1.10 0.00
H -4.34 0.31 0.69 0.06
H -2.15 -3.91 1.90 0.08
H 0.24 -3.56 1.33 0.06
H -2.15 -0.22 2.61 0.07
H 5.58 6.47 0.38 0.10
H 5.35 -2.88 0.33 0.11
H -1.11 6.26 -0.28 0.10
H -2.27 -4.54 -1.43 0.07
H -1.79 -1.38 -3.40 0.07
H 6.35 -1.15 1.84 0.11
H -5.74 -3.04 -0.06 0.08
H -4.30 -3.44 0.87 0.06
H -1.60 -4.54 -3.06 0.08
H -3.85 3.02 0.31 0.09
H -4.20 -1.70 -2.46 0.05
H 0.72 -3.89 -2.34 0.09
H -4.32 -3.69 -0.88 0.05
H 3.13 6.08 0.49 0.10
H -4.26 -0.07 -1.79 0.07
H -5.79 -0.70 0.77 0.08
H -4.41 -1.07 1.79 0.06
H -2.99 -3.51 -2.69 0.06
H -5.69 -1.11 -1.72 0.08
H -1.76 -3.23 3.47 0.08
H 3.66 2.26 -1.34 0.10
H -0.48 0.04 2.09 0.05
```



6.
ORCA calculation (ωB97M-V with the def2-TZVPD basis set) on a cluster of 5 separate species, C29H40N5O3P in total.

Its HOMO-LUMO gap is 9.29 eV. As for the molecular weight: 537.65 g/mol. As for the LUMO energy: 0.56 eV. As for the SMILES: CCCCCCCN(C(=O)O)P(C)O.c1ccncc1.c1ccncc1.c1ccncc1.c1ccncc1. The charge is 0. The spin multiplicity is 1.

XYZ file:
```
78
Properties=species:S:1:pos:R:3:lowdin_charge:R:1
P -0.18 -2.01 -0.15 0.94
O -0.54 1.76 -0.69 0.12
O 0.13 0.57 1.09 0.05
O 0.38 -2.94 -1.41 -0.31
N 5.14 -0.34 -4.36 0.05
N 3.31 3.68 5.61 0.05
N 1.44 -1.52 4.79 0.05
N -3.93 0.98 -5.43 0.05
N -0.04 -0.45 -0.98 -0.16
C 3.28 -1.31 6.30 -0.08
C 3.11 -0.12 -3.11 -0.07
C 4.62 3.91 5.67 -0.16
C -3.80 -1.60 -0.89 -0.25
C 2.56 4.15 6.61 -0.15
C 4.32 0.36 -3.58 -0.16
C 4.44 5.08 7.74 -0.08
C -5.82 -1.92 1.27 -0.12
C 1.36 -2.02 0.85 -0.25
C -3.67 2.28 -5.40 -0.15
C -3.47 2.41 -7.77 -0.08
C 1.74 -0.31 4.32 -0.16
C -2.93 -1.59 -2.14 -0.21
C 3.58 -0.06 5.80 -0.08
C -0.66 -0.35 -2.33 -0.21
C 5.23 4.60 6.71 -0.07
C 2.21 -2.01 5.76 -0.16
C -3.44 3.04 -6.54 -0.07
C 2.72 -1.40 -3.48 -0.07
C 2.80 0.46 4.78 -0.07
C -3.74 1.06 -7.82 -0.08
C 3.56 -2.14 -4.29 -0.07
C -4.40 -2.97 -0.59 -0.23
C 3.07 4.85 7.69 -0.07
C -0.19 0.71 -0.25 -0.62
C -4.98 -3.11 0.82 -0.27
C -3.96 0.39 -6.62 -0.16
C -2.18 -0.26 -2.36 -0.17
C 4.76 -1.57 -4.71 -0.16
H 0.99 0.15 1.18 0.05
H -4.17 -0.68 -6.62 0.10
H -3.29 2.97 -8.68 0.10
H -4.17 -3.27 1.53 0.10
H -6.33 -2.14 2.21 0.07
H -3.62 -3.72 -0.73 0.10
H 3.30 -3.14 -4.60 0.10
H -5.21 -1.03 1.44 0.07
H -0.23 0.53 -2.79 0.12
H 5.22 3.53 4.85 0.10
H -0.24 -3.66 -1.57 0.05
H 1.50 3.95 6.53 0.11
H -2.52 0.48 -1.63 0.11
H -4.59 -0.85 -1.01 0.12
H -3.77 0.52 -8.76 0.10
H 4.66 1.36 -3.32 0.10
H 1.10 0.06 3.53 0.09
H -6.59 -1.67 0.53 0.07
H 1.79 -1.81 -3.13 0.07
H -3.65 2.74 -4.42 0.11
H -3.18 -1.29 -0.04 0.10
H 2.12 -1.30 0.51 0.05
H -2.22 -2.42 -2.09 0.07
H 4.87 5.63 8.57 0.11
H 2.41 5.21 8.47 0.10
H 3.87 -1.76 7.10 0.10
H 1.12 -1.85 1.90 0.02
H 2.99 1.44 4.38 0.08
H -3.57 -1.79 -3.01 0.11
H 1.95 -2.99 6.13 0.10
H -2.45 0.14 -3.34 0.09
H 5.44 -2.12 -5.34 0.10
H -3.24 4.10 -6.45 0.10
H 4.41 0.51 6.20 0.10
H -5.60 -4.01 0.85 0.10
H 2.48 0.49 -2.48 0.09
H -5.19 -3.18 -1.32 0.11
H 6.30 4.76 6.71 0.10
H -0.33 -1.21 -2.91 0.09
H 1.79 -3.01 0.75 0.05
```